DFT (ωB97M-V with the def2-TZVPD basis set) results for an isolated ion of composition C3H9BNO2 and charge +1 at a distorted geometry.

Charge: +1
E_tot (a.u.): -349.47995
E_HOMO (eV): -10.8

Geometry as XYZ:
```
16
C3H9BNO2 ωB97M-V with the def2-TZVPD basis set
O -1.6931 0.7780 -0.1271
O -3.2358 -1.1218 -0.0055
N 1.7087 -1.1104 -0.4593
C 0.7573 -0.6303 0.5068
C -0.4316 1.3518 -0.3511
C 0.7389 0.8757 0.6385
B -2.3334 -0.2676 0.1106
H 1.4990 -2.0225 -0.7552
H 0.7610 1.3925 1.5725
H 0.9291 -1.1511 1.4355
H 1.5558 1.3959 0.1876
H 1.5487 -0.5315 -1.3333
H 2.6684 -0.8169 -0.2870
H -0.1421 1.1785 -1.3983
H -0.4991 2.4231 -0.1891
H -3.8319 -1.7435 0.4543
```



DFT (ωB97M-V with the def2-TZVPD basis set) results for one molecule with the formula C22H30N4O4 at a distorted geometry.

SMILES: CCCCCC(=O)N1C[C@@]2(CC(c3cccc(NC(=O)CC)c3)=NO2)C[C@H]1C(N)=O
E_tot (a.u.): -1376.35031
E_HOMO (eV): -8.5

Geometry as XYZ:
```
60
C22H30N4O4 ωB97M-V with the def2-TZVPD basis set
O 0.1139 0.4984 1.3717
O 2.3593 -3.5345 2.3758
O -0.1199 5.4267 -1.5158
O -1.5539 -3.2749 4.3405
N 0.5133 -4.1890 4.3051
N 0.4889 -2.4104 1.8759
N -0.4741 1.5601 0.7733
N -2.3841 5.6817 -1.6405
C 1.5941 -3.0965 1.5264
C 1.8165 -3.3078 0.0435
C 5.7953 -4.8226 -1.5497
C -2.0537 3.5555 -0.4770
C -1.3038 7.2039 -4.0709
C -2.8759 4.5183 -1.0453
C -0.8719 -0.5054 1.7235
C -1.7388 1.4198 0.6968
C -0.4938 -1.8105 1.0082
C -0.3828 -3.2332 4.0296
C -2.2089 0.1122 1.2987
C -1.0882 6.0655 -1.8495
C -0.7321 -0.8585 3.2064
C -4.8085 3.2071 -0.4551
C -0.9932 7.3934 -2.5859
C 3.0268 -4.2026 -0.2127
C -4.2608 4.3376 -1.0287
C 3.2929 -4.3713 -1.7057
C -2.6099 2.4150 0.1031
C 0.2378 -2.0381 3.2674
C 4.4364 -5.3412 -2.0047
C -3.9940 2.2428 0.1094
H -1.6943 -1.1846 3.6090
H 4.4689 -5.5181 -3.0827
H 2.8518 -5.1786 0.2440
H 0.2010 -5.0427 4.7390
H 5.9995 -3.8504 -1.9933
H -4.4356 1.3655 0.5554
H -0.6145 6.4848 -4.5067
H -2.7325 -0.5018 0.5648
H -5.8804 3.0773 -0.4485
H -2.8677 0.2835 2.1510
H 1.1951 -1.7873 3.7350
H -3.1004 6.3076 -1.9825
H 2.3842 -4.7439 -2.1869
H 1.9776 -2.3324 -0.4241
H 0.0258 7.7635 -2.4717
H 3.8925 -3.7610 0.2798
H -0.0908 -1.6051 0.0172
H 6.5818 -5.5096 -1.8540
H 4.2322 -6.2981 -1.5192
H -0.9840 3.6754 -0.4769
H -1.3737 -2.4612 0.9235
H -1.6806 8.1181 -2.1442
H 1.4361 -4.1401 3.8815
H 0.9194 -3.7525 -0.3944
H -0.3741 -0.0020 3.7736
H 3.5239 -3.3980 -2.1456
H -1.1970 8.1479 -4.6000
H -4.9053 5.0867 -1.4678
H 5.8326 -4.7234 -0.4684
H -2.3185 6.8393 -4.2205
```



DFT (ωB97M-V with the def2-TZVPD basis set) results for a 2-piece molecular cluster, C5H14O overall at a distorted geometry.

SMILES: CCC(C)C.O
E_tot (a.u.): -274.12330
E_HOMO (eV): -10.6

Geometry as XYZ:
```
20
C5H14O ωB97M-V with the def2-TZVPD basis set
O -6.0249 -0.8737 0.5397
C 1.1771 0.4627 -0.6019
C -0.3529 -0.2453 1.2888
C 2.0092 0.0550 -1.8549
C 1.9611 1.3637 0.3434
C 0.4480 -0.7229 0.0728
H 2.7037 1.9537 -0.1856
H -6.5002 -1.6174 0.1451
H 3.0497 0.3454 -1.6788
H 1.2790 2.0556 0.8416
H 2.4134 0.7713 1.1418
H 1.7420 0.6388 -2.7034
H 1.2803 -1.3900 0.3403
H 0.3532 1.0502 -1.0307
H -0.1825 -1.2001 -0.6736
H -0.7855 0.7094 0.9980
H 0.3226 -0.0757 2.1250
H -1.0829 -0.9814 1.5846
H -5.7380 -1.2966 1.3693
H 1.9275 -1.0025 -2.0614
```



DFT (ωB97M-V with the def2-TZVPD basis set) results for C17H8Co2F3NO7 as an isolated structure at a distorted geometry.

Charge: -2
E_tot (a.u.): -4299.06779
E_HOMO (eV): -0.1

Geometry as XYZ:
```
38
C17H8Co2F3NO7 ωB97M-V with the def2-TZVPD basis set
Co -2.6509 -0.3594 -0.0582
Co -1.1995 -2.1125 1.1234
F 0.6081 2.2036 -4.3125
F -1.4034 3.1033 -4.3058
F 0.3260 4.2890 -3.6496
O -5.3537 -0.4372 -1.0676
O -1.0113 -0.6823 -2.4423
O -3.2772 -3.3982 -0.5150
O -2.8908 2.3781 0.8408
O 0.6772 2.6806 -1.3824
O 1.1271 -2.7547 -0.4643
O -0.9988 -4.7434 2.3868
N -1.5316 2.1411 -1.7166
C 1.8569 -0.1344 1.7510
C 0.2093 -2.5005 0.1974
C -4.2636 -0.2837 -0.7115
C -0.2278 3.0414 -3.6169
C 4.2190 -0.0126 0.2347
C -1.7841 -0.5173 1.7963
C -1.0932 -3.7131 1.8737
C -0.3396 2.5762 -2.0919
C 2.9848 0.3398 -0.3531
C 1.8068 0.2571 0.3795
C 3.0992 -0.4649 2.3469
C -0.4657 -0.6920 1.9488
C -1.6626 -0.3046 -1.5808
C -2.6373 -2.5216 -0.0821
C 4.2665 -0.3932 1.5958
C 0.6882 -0.3273 2.5287
C -2.8042 1.3034 0.4138
H 2.9040 0.6148 -1.4082
H 0.7440 -0.2595 3.6064
H 5.2114 -0.6508 2.0799
H -1.7614 2.6940 -0.8496
H 3.1051 -0.7843 3.3937
H 5.1324 0.0151 -0.3677
H 0.8313 0.4844 -0.0795
H -2.4408 -0.0744 2.5581
```



DFT (ωB97M-V with the def2-TZVPD basis set) results for C5H12IN2 as an isolated structure at a distorted geometry.

Charge: +1
E_tot (a.u.): -604.60121
E_HOMO (eV): -13.2

Geometry as XYZ:
```
20
C5H12IN2 ωB97M-V with the def2-TZVPD basis set
I 2.9494 -0.2999 -0.0657
N -0.5061 0.9093 -1.3741
N -0.5907 -0.9167 0.0048
C 1.4530 0.9066 0.6443
C -1.7950 -1.5279 -0.7953
C 1.5884 2.3444 0.4988
C -0.3339 -1.7576 1.1240
C -0.0110 0.1703 -0.3897
H -1.6195 -2.6069 -0.8624
H 0.8512 0.7077 1.5184
H 2.6295 2.5635 0.4869
H -0.2317 -1.2604 2.0705
H -1.8708 -1.0580 -1.7979
H 0.4817 -2.3546 0.8881
H 1.0653 2.6356 -0.4291
H -2.7567 -1.2555 -0.1610
H 1.1525 2.9093 1.2507
H -1.2505 -2.3701 1.1991
H 0.0463 1.6631 -1.7706
H -1.2513 0.5979 -2.0398
```



DFT (ωB97M-V with the def2-TZVPD basis set) results for C16H26AsCl2N2OSTl as an isolated structure at a distorted geometry.

Charge: -2
E_tot (a.u.): -4536.83233
E_HOMO (eV): -1.0

Geometry as XYZ:
```
50
C16H26AsCl2N2OSTl ωB97M-V with the def2-TZVPD basis set
Tl -0.9575 0.2739 -0.1025
As 0.8371 1.4387 2.8929
Cl -4.3447 4.2772 -1.5273
Cl -3.3284 1.5941 -1.9454
S -5.8412 -1.5520 0.6721
O -0.2175 0.2211 2.6070
N -0.9992 3.4805 1.0226
N -3.2520 -0.6100 0.3853
C -0.5822 -1.5502 -2.4527
C -3.0816 3.1326 -1.1055
C 2.1898 0.4336 4.0586
C 0.4066 2.6407 4.4385
C 0.8768 0.1366 -3.7838
C 2.2599 1.8259 1.5537
C -1.7279 -1.6633 -3.4134
C 0.8328 -1.9984 -0.7154
C -1.3674 -3.3951 -0.8336
C 1.4670 -2.6288 0.4926
C -0.3288 2.8455 1.7252
C -4.3368 -1.0190 0.5197
C 0.5762 -0.7699 -2.6249
C -0.4325 -2.3080 -1.2699
C 2.8475 -0.5210 -1.4127
C 1.4523 -1.0557 -1.5606
H -1.7131 -0.8432 -4.1328
H -3.1056 2.9691 -0.0285
H -2.6813 -1.6460 -2.8844
H 1.3092 2.9750 4.9489
H 3.0202 1.0566 4.4091
H -0.1784 2.0461 5.1449
H 2.3286 0.9064 0.9715
H -0.0083 0.6979 -4.0903
H -2.1230 3.5621 -1.3978
H -1.1774 -4.3253 -1.3865
H -1.6828 -2.6045 -3.9760
H 2.6066 -0.4047 3.4967
H 1.6560 0.8546 -3.5238
H 1.6885 -1.8789 1.2583
H 3.2268 2.0228 2.0157
H 1.6747 0.0279 4.9332
H 1.9835 2.6423 0.8881
H 0.7900 -3.3564 0.9360
H -1.2522 -3.6021 0.2282
H 3.5283 -0.9377 -2.1685
H 2.8665 0.5661 -1.5232
H 1.2290 -0.4323 -4.6542
H -0.1862 3.4965 4.1224
H -2.4020 -3.1052 -1.0092
H 3.2509 -0.7719 -0.4316
H 2.4008 -3.1446 0.2318
```



DFT (ωB97M-V with the def2-TZVPD basis set) results for a 2-piece molecular cluster, C5H13N3 overall at a distorted geometry.

E_tot (a.u.): -362.42639
E_HOMO (eV): -7.8

Geometry as XYZ:
```
21
C5H13N3 ωB97M-V with the def2-TZVPD basis set
N -0.7002 0.4523 -0.4694
N 0.7192 1.5866 1.1032
N 1.6146 1.2533 -1.0471
C 1.2886 -1.1565 0.3795
C 0.7985 0.9287 -0.1140
C -1.0591 0.5018 -1.8775
C -1.2253 -0.8360 1.5526
C -0.7435 -0.7687 0.1373
H 1.0484 -2.0295 0.9937
H -0.4796 1.2380 -2.4324
H -0.1063 2.1694 1.1592
H 2.1267 -0.7037 0.9118
H 1.5682 2.1103 1.2744
H 1.6002 -1.5007 -0.6087
H -1.1005 -1.8375 1.9647
H 1.7187 0.5813 -1.7976
H -2.1077 0.7915 -1.9723
H -2.2963 -0.5975 1.5479
H -0.7129 -0.0949 2.1670
H -1.0170 -1.6239 -0.4876
H -0.9349 -0.4640 -2.3845
```



DFT (ωB97M-V with the def2-TZVPD basis set) results for a 3-piece molecular cluster, C38H37N2O13P2 overall at a distorted geometry.

Charge: -1
E_tot (a.u.): -3240.68023
E_HOMO (eV): -5.0

Geometry as XYZ:
```
92
C38H37N2O13P2 ωB97M-V with the def2-TZVPD basis set
P 6.3745 -0.7824 3.4137
P 4.7662 0.2607 0.8745
O 2.7174 1.7353 3.5458
O 5.1919 -1.7374 3.9554
O 6.2746 0.6340 4.1611
O -5.0051 -1.5204 6.0233
O -1.8147 -4.3658 2.8085
O 3.0386 0.7630 -1.3050
O -0.7673 3.4073 -5.0789
O 2.9265 -3.7665 2.0527
O -5.1960 5.4449 -7.2782
O 6.8845 2.1388 -1.3915
O 3.9571 0.3838 2.4945
O 1.3875 -5.1391 2.9326
O 7.6502 -1.4070 3.8102
N 3.7143 1.6547 2.9106
N 5.6602 0.1647 -0.7887
C -1.7701 3.8486 -5.5951
C -1.6874 4.8028 -6.7365
C -3.1187 3.4446 -5.1092
C 2.4912 -1.5468 1.0728
C 2.3754 -2.4458 2.2846
C -4.8022 -2.7626 4.0351
C -0.2631 -3.0196 6.4530
C -2.5415 -3.7449 3.5527
C -4.4559 -3.9798 1.9842
C 6.3382 -0.5852 1.6344
C -2.3847 -1.9741 6.8897
C 3.9201 -1.3985 0.5441
C -4.2754 3.9898 -5.6706
C -5.6155 2.6963 -4.1563
C -2.8452 5.3140 -7.3268
C -1.5013 6.5205 -8.9083
C 3.3541 1.2435 0.0068
C 6.2749 1.1609 -1.0806
C -4.1921 4.9591 -6.7983
C -0.3478 6.0277 -8.3061
C -5.5222 3.6181 -5.1844
C -2.7464 6.1691 -8.4169
C -0.4402 5.1706 -7.2236
C -3.9636 -3.4833 3.1841
C -0.7392 -3.5076 5.2482
C -2.8740 -2.4695 5.6885
C -1.0826 -2.2479 7.2699
C 1.6566 0.6809 -1.5369
C 1.5007 -5.0173 0.5698
C 1.0620 2.0483 -1.8776
C -5.7819 -3.7764 1.6445
C -4.4634 2.1404 -3.6088
C -6.6238 -3.0763 2.5030
C -6.1340 -2.5663 3.6924
C 1.9192 -4.6757 1.9681
C -4.2856 -2.1912 5.3111
C -2.0445 -3.2301 4.8578
C -3.2182 2.5164 -4.0811
H 2.8242 -1.9578 3.1397
H -3.6442 6.5545 -8.8792
H 1.8403 2.6730 -2.2919
H -7.6630 -2.9278 2.2407
H 1.4872 -6.0844 0.4131
H 0.4539 4.7821 -6.7563
H 2.0018 -0.6155 1.3286
H 2.1278 -4.5082 -0.1427
H 0.7518 -3.2387 6.7562
H -0.0930 -4.1045 4.6168
H 7.1940 0.0344 1.4054
H 1.5315 0.0485 -2.4076
H 0.5849 2.5410 -1.0396
H 1.8821 -1.9994 0.2912
H -6.4157 4.0487 -5.6141
H 5.6308 -2.5901 4.0320
H 1.3175 -2.5365 2.5111
H -2.3212 2.0890 -3.6545
H 6.5482 -1.5395 1.1807
H -4.5390 1.4142 -2.8106
H -6.1644 -4.1672 0.7107
H 0.4948 -4.6580 0.4020
H 0.3059 1.9471 -2.6498
H 5.4016 1.5283 1.1562
H -6.7836 -2.0170 4.3593
H 4.4851 -2.2251 0.9522
H -3.7999 -4.5272 1.3220
H 3.9330 -1.5511 -0.5192
H -3.0246 -1.3778 7.5246
H 1.1398 0.2085 -0.7059
H -0.7036 -1.8623 8.2071
H 3.7142 2.2639 -0.1184
H -1.4264 7.1816 -9.7615
H 0.6246 6.3106 -8.6867
H 5.5160 0.6260 4.7511
H -6.5876 2.4058 -3.7806
H 2.4426 1.3089 0.5997
```



DFT (ωB97M-V with the def2-TZVPD basis set) results for a 2-piece molecular cluster, C3H11N2S overall at a distorted geometry.

<S²>: 0.7529
E_tot (a.u.): -628.47818
Multiplicity: 2
E_HOMO (alpha / beta) (eV): -3.8 / -8.8

Geometry as XYZ:
```
17
C3H11N2S ωB97M-V with the def2-TZVPD basis set
S 1.5289 -0.2017 -0.9317
N -1.5774 -1.5108 -0.5491
N -2.2941 0.0986 0.9647
C -2.5370 -0.8168 0.1046
C 1.5406 -0.2249 0.8921
C 2.2153 1.3997 -1.1656
H -1.3033 0.2294 1.3223
H -2.9677 0.7633 1.3341
H 1.2187 0.7413 1.2249
H -0.6529 -0.9955 -0.6932
H 2.0007 1.8577 -2.1399
H 1.5558 2.1727 -0.5729
H -1.8477 -2.2731 -1.2006
H 2.5729 -0.4441 1.2930
H 0.7868 -0.9550 1.0684
H 3.3122 1.3400 -0.8796
H -3.5520 -1.1807 -0.0713
```



DFT (ωB97M-V with the def2-TZVPD basis set) results for C2H2I4 as an isolated structure at a distorted geometry.

E_tot (a.u.): -1268.02531
E_HOMO (alpha / beta) (eV): -8.3 / -8.4

Geometry as XYZ:
```
8
C2H2I4 ωB97M-V with the def2-TZVPD basis set
I -1.7669 0.8699 -1.8571
I -0.8726 -2.4652 -0.6296
I -2.2831 -0.1341 1.5494
I 1.4848 1.8740 -0.8808
C -1.2521 -0.3998 -0.2390
C 1.3097 0.2339 0.4594
H 1.4884 0.6819 1.4959
H 1.8917 -0.6606 0.1020
```



DFT (ωB97M-V with the def2-TZVPD basis set) results for C23H19N9Zr as an isolated structure.

Charge: +4
E_tot (a.u.): -1426.46760
E_HOMO (eV): -20.9

Geometry as XYZ:
```
52
C23H19N9Zr ωB97M-V with the def2-TZVPD basis set
Zr -0.1993 -0.1018 -0.0151
N 2.6787 1.1597 2.7336
N 2.6844 1.5773 -1.2909
N 1.5803 0.8204 0.6405
N -1.5076 1.6062 -0.4677
N -0.5039 -0.4025 2.1095
N 4.7802 2.0761 2.7058
N 0.5128 -2.0438 -0.7479
N -1.1919 -0.5019 -1.9357
N 3.7523 1.8187 0.6850
C -2.4980 -1.0445 -4.2940
C -2.2682 1.6000 -1.5996
C -2.4187 3.7373 0.1245
C 2.6926 1.4299 0.0295
C -0.9437 -1.6645 -2.5955
C -0.5273 -0.4771 4.8658
C -1.5903 2.6674 0.3760
C 1.3818 -4.5012 -1.6703
C -1.5747 -1.0354 4.1475
C 0.5431 0.1195 4.1938
C 0.4528 -3.7648 -2.4056
C -3.1137 2.6412 -1.9041
C -1.5343 -0.9790 2.7699
C 1.8688 -3.9950 -0.4718
C 1.6814 0.7555 2.0536
C -3.1914 3.7255 -1.0298
C -1.5849 -1.9589 -3.7806
C 0.0370 -2.5461 -1.9230
C -2.7549 0.1420 -3.6156
C 3.7470 1.6870 2.0154
C 0.5385 0.1413 2.8200
C 1.4177 -2.7685 -0.0406
C -2.0880 0.3909 -2.4345
H 1.7186 -5.4630 -2.0385
H -3.0137 -1.2591 -5.2224
H -3.7127 2.6305 -2.8035
H -3.8531 4.5530 -1.2569
H -2.4572 4.5648 0.8201
H -2.3342 -1.3984 2.1706
H 3.5005 2.0044 -1.7143
H -2.4154 -1.5068 4.6392
H 2.5890 -4.5441 0.1197
H 5.5825 2.4728 2.2302
H -3.4683 0.8499 -4.0126
H -1.3895 -2.8833 -4.3049
H 1.7785 -2.3413 0.8884
H -0.5332 -0.5027 5.9493
H 1.8802 1.4756 -1.8859
H 4.7958 1.9920 3.7137
H 1.3717 0.5565 4.7329
H 0.0724 -4.1560 -3.3383
H -0.9704 2.6442 1.2652
```



DFT (ωB97M-V with the def2-TZVPD basis set) results for C19H33F6N3O4S4Si3V as an isolated structure.

<S²>: 2.0421
Charge: +1
E_tot (a.u.): -5213.36671
Multiplicity: 3
E_HOMO (alpha / beta) (eV): -12.2 / -12.2

Geometry as XYZ:
```
73
C19H33F6N3O4S4Si3V ωB97M-V with the def2-TZVPD basis set
V -0.1810 0.1380 0.6137
S 1.2584 3.5480 -0.2152
S -1.6074 0.4847 3.1205
S -1.1164 1.7941 -0.8559
S -1.0076 -0.3026 5.7031
Si 1.6510 -0.8601 -1.9485
Si 3.1036 -0.3116 0.8013
Si 0.9496 -2.5621 0.5661
F -0.5746 2.6122 4.3666
F -2.4175 -2.4524 6.2221
F -0.2672 -2.7088 6.3506
F -1.7442 3.0891 2.6120
F -1.2296 -2.5763 4.4129
F 0.2311 2.2277 2.3914
O -0.4348 -0.2664 2.5849
O 0.3566 -0.1000 5.3085
O -1.4927 0.1730 6.9492
O -2.6521 0.5677 2.1389
N -2.0373 0.1223 4.5246
N -1.4817 -1.3419 -0.0587
N -1.1030 4.4191 -0.5370
C -0.9449 -2.5374 0.2712
C 1.4666 -0.8272 -0.0414
C -3.0896 -3.5671 -0.0475
C -1.2547 -2.1332 5.6776
C -3.6066 -2.3325 -0.4157
C 0.1904 -1.6533 -2.8115
C 1.8277 0.8273 -2.7361
C -2.7705 -1.2378 -0.4053
C 4.2435 -1.7901 0.9164
C -0.4127 5.6824 -0.2775
C 3.2072 -1.7865 -2.4143
C -0.8948 2.2234 3.1565
C 1.0434 5.3363 0.0849
C 2.8349 0.3899 2.5140
C 1.5543 -4.0497 -0.3788
C -0.4113 3.3067 -0.5291
C -1.7489 -3.6701 0.2907
C 4.0707 1.0013 -0.1200
C 1.2256 -2.9505 2.3718
H 3.7849 0.3062 3.0491
H 0.4366 -3.6370 2.6904
H -2.1006 4.3902 -0.7003
H 1.1880 -2.0846 3.0304
H 4.9319 1.2465 0.5081
H 3.9264 -2.5046 1.6737
H 0.4590 -1.7897 -3.8625
H -0.4654 6.3172 -1.1613
H -0.6821 -0.9974 -2.7841
H 1.3233 -4.0341 -1.4424
H 2.6111 1.4373 -2.2919
H 5.2319 -1.4265 1.2095
H 3.2504 -1.8380 -3.5055
H 4.1044 -1.2640 -2.0791
H 2.1747 -3.4637 2.5190
H 4.3556 -2.3146 -0.0332
H 4.4551 0.6752 -1.0864
H -3.1341 -0.2479 -0.6483
H 2.0790 -0.1121 3.1173
H -0.9085 6.1960 0.5446
H -3.7259 -4.4419 -0.0291
H 1.2717 5.5404 1.1275
H 2.1022 0.6586 -3.7816
H 1.7543 5.8655 -0.5430
H 3.2481 -2.8042 -2.0342
H 2.5912 1.4534 2.4743
H 2.6309 -4.1726 -0.2529
H 0.8956 1.3884 -2.7349
H 3.5057 1.9186 -0.2662
H -4.6429 -2.2140 -0.6957
H -0.1030 -2.6261 -2.4184
H -1.3251 -4.6262 0.5662
H 1.0775 -4.9305 0.0595
```



> E_tot of number 4 (C17H8Co2F3NO7)?

-4299.06779 a.u.



> Among the records above, which one has the lowest E_tot?

C19H33F6N3O4S4Si3V



> Among the records above, which one has the lowest E_tot?

C19H33F6N3O4S4Si3V



> Among the records above, which one has the highest E_tot?

C5H14O